No. 1
Here is the molecule C6H10O from the OMol25 dataset. Energies are from ωB97M-V/def2-TZVPD.

Positions of all 17 atoms, in Å:
O1 -0.9386 1.8355 -1.4426
C1 -0.4457 1.1539 -0.4072
C2 0.8400 0.4164 -0.6955
C3 1.1512 -0.8431 0.1163
C4 0.0453 -1.8893 -0.0019
C5 -0.7566 0.5463 1.9169
C6 -1.1406 1.2805 0.7835
H1 -0.4022 1.6859 -2.2348
H2 -0.9349 -1.4163 0.0960
H3 1.6390 1.1603 -0.5590
H4 0.8417 0.1627 -1.7683
H5 1.2676 -0.5568 1.1609
H6 2.1041 -1.2473 -0.2483
H7 0.0782 -2.4182 -0.9615
H8 0.1184 -2.6234 0.8043
H9 -1.4728 0.7889 2.7273
H10 -1.9941 1.9639 0.7139

Output
- orbital gap (eV) = 7.5
- relative energy (zero: lowest compared OMol25 entry of this formula, charge and spin) (kJ/mol) = 326.74



No. 2
Here is a structure of composition C21H15F2IN4O5PtSTe from the OMol25 dataset. Energies are from ωB97M-V/def2-TZVPD.

Positions of all 51 atoms, in Å:
Pt1 1.2909 -1.7943 0.4828
O1 2.8613 1.3299 -2.1432
S1 2.1041 0.4909 -1.2826
O2 2.3454 0.6462 0.1678
O3 2.0300 -0.9350 -1.6317
O4 0.5467 1.0197 -1.3501
F1 2.2348 -2.4259 3.0388
C1 1.0754 -1.9069 2.5021
F2 0.9317 -0.6460 3.0676
H1 0.2471 -2.5050 2.8840
O5 -0.5414 -2.1830 -0.6370
N1 -1.3586 -1.1674 -0.7017
C2 -2.4291 -1.3126 -1.5864
C3 -2.3172 -0.8407 -2.9109
N2 -2.2339 -0.4359 -3.9893
C4 -3.6719 -1.7567 -1.0885
N3 -4.6916 -2.1137 -0.6798
Te1 -0.2520 0.9701 0.4428
C5 -2.0242 1.8320 -0.2643
C6 -2.1507 2.2838 -1.5702
C7 -3.3633 2.8266 -1.9735
C8 -4.4246 2.9136 -1.0833
C9 -4.2863 2.4524 0.2181
C10 -3.0819 1.9010 0.6320
C11 0.5371 2.8180 1.0412
C12 0.8943 3.7996 0.1276
C13 1.3736 5.0094 0.6029
C14 1.4841 5.2299 1.9718
C15 1.1285 4.2402 2.8735
C16 0.6579 3.0177 2.4071
H2 -1.3333 2.1992 -2.2733
H3 -3.4782 3.1717 -2.9926
H4 -5.3674 3.3325 -1.4090
H5 -5.1178 2.5084 0.9077
H6 -2.9914 1.5263 1.6463
H7 0.8209 3.6245 -0.9383
H8 1.6662 5.7810 -0.0969
H9 1.8597 6.1775 2.3351
H10 1.2293 4.4069 3.9377
H11 0.4144 2.2293 3.1118
I1 -0.4983 -5.0001 1.3495
C17 1.3178 -5.0136 0.3386
C18 1.9055 -6.2427 0.0661
C19 3.0977 -6.2693 -0.6314
C20 3.6669 -5.0750 -1.0467
C21 3.0229 -3.8983 -0.7311
N4 1.8707 -3.8675 -0.0406
H12 1.4256 -7.1510 0.3982
H13 3.5730 -7.2158 -0.8522
H14 4.5908 -5.0463 -1.6053
H15 3.4091 -2.9355 -1.0412

Output
- orbital gap (alpha / beta) (eV) = 7.0 / 7.4
- multiplicity = 5



In the order shown, the computed E_tot values come out to -8427.8539, -73120.9498 eV.